Entry 1:
Density functional theory data (wB97M-V/def2-TZVPD) for an isolated molecule of C4H6N2O.

The geometry in XYZ format:
```
13
Properties=species:S:1:pos:R:3:forces:R:3
O -1.7369 -1.2635 1.4128 0.389 0.121 -0.278
C -0.9324 -0.7279 0.6924 -0.138 -0.063 -0.049
N -1.1405 -0.1957 -0.5411 -0.083 -0.094 0.139
C 0.0551 0.0620 -1.3324 0.067 0.015 -0.122
C 1.2486 0.1609 -0.3918 -0.135 0.309 -0.198
C 0.9087 0.8980 0.8249 0.066 0.138 -0.027
N 0.4542 -0.4917 1.0798 -0.077 -0.134 -0.005
H -2.0540 -0.3184 -0.9530 0.103 0.051 0.062
H -0.0251 1.0083 -1.8822 -0.027 -0.056 0.013
H 0.2099 -0.7430 -2.0619 -0.038 0.171 0.104
H 1.1713 -1.1763 0.8046 -0.142 -0.300 0.566
H 1.6995 1.2047 1.5096 -0.083 -0.055 -0.198
H 0.0440 1.5664 0.8641 0.098 -0.102 -0.007
```
Forces are in eV/Å.

Summary:
HOMO-LUMO gap in eV: 9.347
Energy in hartree: -340.6525
LUMO in eV: 0.799
ΔE to the lowest compared entry with this formula, charge and spin in eV: 3.8757

Entry 2:
Density functional theory data (wB97M-V/def2-TZVPD) for a structure of composition C41H38CuIN2O2Sb2 in a non-equilibrium geometry.

The geometry in XYZ format:
```
87
Properties=species:S:1:pos:R:3:forces:R:3
Cu -1.1989 0.3044 -1.1272 -0.093 -1.116 0.002
C 2.3151 3.0846 -1.9818 -0.070 -0.132 0.060
C 1.1373 3.6184 -1.2339 -0.169 -0.249 0.077
N 1.1132 4.8910 -0.9790 0.787 0.246 -0.288
C 0.0684 5.4417 -0.3701 -0.576 -0.102 0.318
C -1.0554 4.7345 -0.0178 -0.008 0.082 -0.095
C -2.1740 5.4912 0.6615 0.343 0.044 0.214
O -3.4400 5.3422 0.0558 -0.404 0.122 -0.245
C -1.1117 3.3402 -0.3045 0.701 0.253 -0.147
C -2.3529 2.6689 -0.0744 -0.727 -0.313 0.022
N -2.6154 1.4553 -0.4335 0.788 0.233 0.011
C -3.8576 0.8482 -0.3376 -0.862 -0.163 0.211
C -4.7913 1.1514 0.6572 0.169 0.063 -0.117
C -6.0073 0.4994 0.7183 -0.047 -0.074 0.002
C -6.3165 -0.4988 -0.1927 -0.008 0.039 0.052
C -5.4013 -0.8364 -1.1762 -0.043 0.052 -0.122
C -4.1983 -0.1644 -1.2422 0.137 0.109 -0.353
I -2.8952 -0.6091 -2.8797 -0.329 0.136 0.519
C 0.0500 2.7367 -0.8818 -0.105 0.575 0.145
O 0.2222 1.4843 -1.1213 0.443 0.614 -0.764
H 3.1347 3.7968 -1.9370 -0.006 0.003 0.060
H 2.0394 2.9506 -3.0279 0.031 -0.153 -0.119
H 2.6226 2.1151 -1.5880 0.086 -0.009 -0.054
H 0.1556 6.5013 -0.1795 -0.149 0.151 0.096
H -1.8869 6.5490 0.6986 -0.038 -0.147 0.145
H -2.2921 5.1362 1.6921 -0.017 0.085 -0.102
H -3.4549 5.8279 -0.7768 0.030 -0.039 0.054
H -3.1531 3.2851 0.3342 0.012 -0.133 -0.035
H -4.5523 1.9084 1.3897 0.048 0.070 0.056
H -6.7149 0.7718 1.4873 -0.045 -0.010 0.053
H -7.2679 -1.0054 -0.1440 -0.056 -0.080 0.002
H -5.6253 -1.6081 -1.8962 -0.053 -0.073 -0.039
C 0.6076 -2.7211 -2.2898 0.026 -0.173 0.244
C 1.9397 -2.0539 -2.6096 0.271 0.001 -0.022
C 2.0176 -0.5902 -2.1976 0.075 0.024 0.213
Sb 2.3943 -0.5443 -0.0241 0.264 1.472 -0.320
C 1.5037 1.0527 1.1885 0.449 -0.688 -0.256
C 0.3107 0.7803 1.8374 -0.111 -0.314 0.092
C -0.3059 1.7481 2.6108 -0.037 -0.016 -0.004
C 0.2934 2.9852 2.7683 0.102 0.087 0.066
C 1.5114 3.2393 2.1640 -0.019 0.132 0.126
C 2.1174 2.2810 1.3654 0.214 0.023 -0.054
C 4.4601 0.0859 -0.0751 -0.670 -0.538 0.217
C 5.2584 -0.1545 -1.1821 -0.162 -0.088 -0.267
C 6.5970 0.1952 -1.1638 0.051 -0.022 -0.113
C 7.1481 0.7667 -0.0301 -0.010 -0.009 0.030
C 6.3593 0.9700 1.0909 0.120 0.063 0.065
C 5.0232 0.6141 1.0755 -0.119 0.060 0.249
Sb -0.3025 -2.1404 -0.4144 -0.369 -1.035 -0.325
C 0.6883 -3.3667 1.0568 -0.322 0.333 -0.306
C 0.1750 -3.4124 2.3434 -0.175 0.066 -0.112
C 0.8776 -4.0586 3.3469 -0.014 0.033 0.109
C 2.0934 -4.6559 3.0649 0.039 -0.027 0.088
C 2.6015 -4.6218 1.7767 0.104 -0.024 -0.043
C 1.9033 -3.9716 0.7742 -0.027 -0.055 -0.156
C -2.1152 -3.2982 -0.5879 0.301 0.383 0.169
C -3.1447 -3.0503 0.3067 0.054 0.201 0.213
C -4.3141 -3.7908 0.2495 -0.055 -0.038 0.119
C -4.4574 -4.7806 -0.7073 -0.127 -0.019 -0.024
C -3.4430 -5.0151 -1.6203 0.074 -0.023 -0.041
C -2.2732 -4.2746 -1.5569 0.185 -0.067 -0.182
H 0.7214 -3.8066 -2.3151 -0.140 0.021 0.019
H -0.1393 -2.4378 -3.0389 0.013 -0.050 0.121
H 2.1014 -2.1248 -3.6914 0.061 -0.025 0.085
H 2.7659 -2.6039 -2.1394 -0.104 -0.075 -0.142
H 1.0973 -0.0613 -2.4270 0.017 0.138 0.126
H 2.8357 -0.0827 -2.7049 0.079 0.096 0.141
H -0.1551 -0.1974 1.7516 0.029 0.099 0.019
H -1.2423 1.5309 3.1022 -0.110 -0.052 0.057
H -0.1808 3.7445 3.3712 -0.021 0.082 0.092
H 1.9984 4.1891 2.3165 0.055 0.156 -0.051
H 3.0628 2.5101 0.8913 0.009 0.000 -0.040
H 4.8409 -0.6204 -2.0645 0.042 0.006 -0.094
H 7.2091 0.0112 -2.0340 0.053 -0.005 -0.066
H 8.1936 1.0330 -0.0142 0.089 0.045 0.011
H 6.7897 1.3968 1.9826 0.051 0.052 0.123
H 4.4154 0.7463 1.9613 0.048 0.067 0.076
H -0.7750 -2.9408 2.5689 -0.022 -0.008 0.063
H 0.4815 -4.0753 4.3510 -0.028 -0.038 0.091
H 2.6498 -5.1404 3.8521 0.046 -0.080 0.064
H 3.5469 -5.0919 1.5519 0.084 -0.067 -0.007
H 2.3127 -3.9415 -0.2295 0.039 -0.023 -0.022
H -3.0356 -2.2684 1.0525 -0.100 -0.014 0.013
H -5.1125 -3.5964 0.9522 -0.020 0.015 0.044
H -5.3626 -5.3682 -0.7452 -0.081 -0.030 -0.013
H -3.5571 -5.7760 -2.3795 0.001 -0.042 -0.020
H -1.4852 -4.4601 -2.2722 0.029 -0.095 -0.089
```
Forces are in eV/Å.

Summary:
HOMO-LUMO gap (alpha / beta) in eV: 7.426 / 3.911
Charge: +1
2S+1: 2
Energy in hartree: -4263.5034
LUMO (alpha / beta) in eV: -2.816 / -5.898

Entry 3:
Density functional theory data (wB97M-V/def2-TZVPD) for an isolated molecule of C6H9NO in a non-equilibrium geometry.

The geometry in XYZ format:
```
17
Properties=species:S:1:pos:R:3:forces:R:3
C -0.6647 0.2902 -0.8116 -0.890 4.507 9.537
C -0.4784 -0.3222 -1.9869 3.741 -1.001 -4.487
C 0.2195 -1.0071 -0.7149 -0.652 -1.332 0.220
C 0.1439 -0.4313 1.5814 -1.625 2.277 -4.018
C 0.1384 0.9109 0.3978 0.972 -0.642 -0.387
C 0.9922 1.9470 0.3194 1.120 -5.070 6.053
H -2.0723 -0.3701 0.3397 -0.265 -3.487 2.808
H 0.4359 0.0676 -2.6137 -1.963 -0.959 0.990
H -1.3943 -0.4417 -2.5431 -0.001 -0.957 -0.148
H 1.3022 -0.8782 -0.5694 -0.410 0.765 -1.429
H 0.2342 -2.3946 1.1132 -1.554 2.252 -3.246
H 1.1274 -0.6348 1.8476 2.058 0.164 0.517
H -0.4393 -0.3296 2.5284 -0.182 -0.069 -1.212
H 0.9232 2.6967 -0.2723 -0.602 4.453 -4.540
H 1.8322 2.0872 1.0834 -1.459 -0.310 -0.756
N -0.2419 -1.5108 0.5375 -0.188 -2.781 4.453
O -2.0582 0.3207 -0.2365 1.900 2.191 -4.354
```
Forces are in eV/Å.

Summary:
HOMO-LUMO gap in eV: 9.138
Structure (SMILES): C=C1CN[C@H]2C[C@]12O
Energy in hartree: -363.7350
LUMO in eV: 0.761
ΔE to the lowest compared entry with this formula, charge and spin in eV: 7.8712

Entry 4:
Density functional theory data (wB97M-V/def2-TZVPD) for a cluster of 2 separate species, C2H6N2O2S in total in a non-equilibrium geometry.

The geometry in XYZ format:
```
13
Properties=species:S:1:pos:R:3:forces:R:3
C -0.0843 -1.7306 0.9572 -0.411 0.041 2.099
C 0.5265 0.5832 -0.4158 2.103 4.417 6.038
H -0.1985 -1.9980 2.2606 -0.013 0.671 -4.266
H 0.5048 -2.6758 0.4058 -2.293 2.727 1.359
H -1.1347 -1.1363 0.4644 3.089 -2.793 1.668
H 0.2237 2.2588 -1.0521 -0.731 1.621 -1.211
H -0.8563 3.1148 1.2572 0.176 -5.370 -2.784
H 0.0082 -1.3102 -2.4785 0.837 0.271 3.481
N 0.4771 2.0077 -0.1310 -0.981 -1.861 1.430
N 0.0278 0.2811 -1.4798 -0.375 -1.779 -2.165
O -0.8233 1.9299 0.6198 0.699 6.444 2.158
O 0.2485 -1.0748 -1.4689 -1.404 -3.164 -6.458
S 1.0802 -0.2498 1.0610 -0.696 -1.225 -1.350
```
Forces are in eV/Å.

Summary:
HOMO-LUMO gap in eV: 8.974
Energy in hartree: -737.6842
LUMO in eV: 0.159
ΔE to the lowest compared entry with this formula, charge and spin in eV: 8.6772

Q: Which value of energy does entry 3 give?
A: -363.7350 hartree

Q: Which value of energy does entry 2 give?
A: -4263.5034 hartree

Copy entry 3 word for word.
Density functional theory data (wB97M-V/def2-TZVPD) for an isolated molecule of C6H9NO in a non-equilibrium geometry.

The geometry in XYZ format:
```
17
Properties=species:S:1:pos:R:3:forces:R:3
C -0.6647 0.2902 -0.8116 -0.890 4.507 9.537
C -0.4784 -0.3222 -1.9869 3.741 -1.001 -4.487
C 0.2195 -1.0071 -0.7149 -0.652 -1.332 0.220
C 0.1439 -0.4313 1.5814 -1.625 2.277 -4.018
C 0.1384 0.9109 0.3978 0.972 -0.642 -0.387
C 0.9922 1.9470 0.3194 1.120 -5.070 6.053
H -2.0723 -0.3701 0.3397 -0.265 -3.487 2.808
H 0.4359 0.0676 -2.6137 -1.963 -0.959 0.990
H -1.3943 -0.4417 -2.5431 -0.001 -0.957 -0.148
H 1.3022 -0.8782 -0.5694 -0.410 0.765 -1.429
H 0.2342 -2.3946 1.1132 -1.554 2.252 -3.246
H 1.1274 -0.6348 1.8476 2.058 0.164 0.517
H -0.4393 -0.3296 2.5284 -0.182 -0.069 -1.212
H 0.9232 2.6967 -0.2723 -0.602 4.453 -4.540
H 1.8322 2.0872 1.0834 -1.459 -0.310 -0.756
N -0.2419 -1.5108 0.5375 -0.188 -2.781 4.453
O -2.0582 0.3207 -0.2365 1.900 2.191 -4.354
```
Forces are in eV/Å.

Summary:
HOMO-LUMO gap in eV: 9.138
Structure (SMILES): C=C1CN[C@H]2C[C@]12O
Energy in hartree: -363.7350
LUMO in eV: 0.761
ΔE to the lowest compared entry with this formula, charge and spin in eV: 7.8712